1.
The following is a quantum chemistry calculation of the molecule C7H10, from the OMol25 dataset.

LUMO energy (alpha / beta): -0.06 / -0.06 eV
SMILES string: CCC1=C=CCC1
Relative energy (zero: lowest compared OMol25 entry of this formula, charge and spin): 367.2 kJ/mol

The geometry in ORCA input format:
```
! RIJCOSX wB97M-V def2-TZVPD def2/J DEFGRID3
* xyz 0 1
C 2.2109 0.3662 0.1508
C 1.2149 -0.6263 0.7499
C -0.1579 -0.0242 0.7629
C -1.6398 -0.0505 -0.9766
C -1.3873 -0.8113 0.3812
C -0.3549 1.2918 0.4820
C -1.2020 1.3570 -0.5651
H 1.9125 0.6112 -0.8750
H 3.2321 -0.0236 0.1398
H 2.1853 1.3074 0.7069
H 1.1549 -1.5270 0.1219
H 1.5302 -0.9783 1.7435
H -2.6688 -0.0940 -1.3483
H -0.9968 -0.4998 -1.7448
H -1.2001 -1.8833 0.2660
H -2.2398 -0.6661 1.0527
H -1.5934 2.2508 -1.0478
*
```

natural (NBO) population analysis, charges in e, atoms 1 to 2:
1 C -0.610
2 C -0.471

=====

2.
The following is a quantum chemistry calculation of the molecule C14H13ClN2O, from the OMol25 dataset.

LUMO energy: 0.80 eV
SMILES string: Clc1ccc(Cn2cccc2C2=NCCO2)cc1
Relative energy (zero: lowest compared OMol25 entry of this formula, charge and spin): 87.3 kJ/mol

The geometry in ORCA input format:
```
! RIJCOSX wB97M-V def2-TZVPD def2/J DEFGRID3
* xyz 0 1
Cl -6.3983 -0.0753 -0.0819
C -4.6765 -0.2192 -0.0346
C -4.0360 -0.3857 1.1827
C -2.6576 -0.4990 1.2128
C -1.9128 -0.4515 0.0413
C -2.5748 -0.2852 -1.1698
C -3.9517 -0.1680 -1.2152
H -4.4622 -0.0384 -2.1565
H -2.0061 -0.2431 -2.0868
C -0.4138 -0.5550 0.0806
N 0.2188 0.7464 0.0535
C -0.3932 1.9488 0.0853
C 0.5593 2.9422 0.0533
C 1.8052 2.3143 0.0029
C 1.5724 0.9478 0.0050
C 2.5375 -0.1106 -0.0286
N 2.2893 -1.3608 -0.0272
C 3.5482 -2.0651 -0.0629
H 3.6318 -2.7067 0.8182
H 3.5867 -2.6993 -0.9525
C 4.6120 -0.9387 -0.0852
H 5.2226 -0.9489 -0.9922
H 5.2660 -0.9553 0.7911
O 3.8488 0.2603 -0.0621
H 2.7704 2.7780 -0.0310
H 0.3720 3.9974 0.0656
H -1.4612 2.0329 0.1286
H -0.0434 -1.1313 -0.7731
H -0.0875 -1.0808 0.9838
H -2.1555 -0.6253 2.1604
H -4.6107 -0.4250 2.0946
*
```

natural (NBO) population analysis, charges in e, atoms 1 to 2:
1 Cl 0.007
2 C -0.045

=====

3.
The following is a quantum chemistry calculation of a structure of composition C13H18AlF5I2OP2 at a distorted geometry, from the OMol25 dataset.

LUMO energy (alpha / beta): -9.56 / -10.40 eV

The geometry in ORCA input format:
```
! RIJCOSX wB97M-V def2-TZVPD def2/J DEFGRID3
* xyz 2 1
I -2.6497 -0.0124 -0.1333
I 2.6317 0.5124 0.3908
Al -0.0360 -0.0210 -0.2916
P 0.0206 -2.4099 -0.2239
C -0.2872 -3.4063 1.2619
C -1.2844 -3.0473 -1.3222
H -1.0504 -4.0977 -1.5291
H 1.3475 -4.1340 -1.2488
H -1.2799 -2.4684 -2.2500
H 1.7641 -2.4740 -1.9029
H -1.1659 -3.0173 1.7778
H -2.2521 -2.9437 -0.8256
C 1.5111 -3.0735 -1.0170
H -0.2292 -4.4713 1.0958
H 2.3504 -3.0130 -0.3281
H 0.5290 -3.3204 1.9996
P 0.0074 2.3784 -0.2434
C -0.1999 3.2649 1.3386
C 1.5291 3.0780 -0.9787
H -1.3104 2.4553 -2.2552
H -1.0786 4.0889 -1.5517
H -2.2763 2.9367 -0.8369
C -1.3023 3.0387 -1.3273
H 1.7637 2.5106 -1.8844
H 1.3551 4.1281 -1.2252
H -0.1891 4.3485 1.1544
H 0.6147 3.0027 2.0228
H 2.3622 2.9698 -0.2676
H -1.1552 2.9812 1.7952
C -0.1706 0.0285 1.9886
O -0.4947 0.6639 2.9035
F -0.5081 -2.0509 3.6256
C 0.8499 -1.8333 3.3811
C 1.5476 -1.5946 2.1445
C 2.7820 -2.2174 1.8418
F 3.5604 -2.2965 0.6960
C 3.4017 -2.8056 2.9051
F 4.6105 -3.3259 2.7323
C 2.8732 -2.7432 4.1670
F 3.5632 -3.2812 5.1717
C 1.6206 -2.2111 4.4499
F 1.0868 -2.3375 5.6427
*
```

natural (NBO) population analysis, charges in e, atoms 1 to 2:
1 I -0.255
2 I 0.283

=====

4.
The following is a quantum chemistry calculation of a cluster of 7 separate species, C28H56O7 in total at a distorted geometry, from the OMol25 dataset.

LUMO energy: 0.48 eV
SMILES string: C1CCOC1.C1CCOC1.C1CCOC1.C1CCOC1.C1CCOC1.C1CCOC1.C1CCOC1
Relative energy (zero: lowest compared OMol25 entry of this formula, charge and spin): 1105.3 kJ/mol

The geometry in ORCA input format:
```
! RIJCOSX wB97M-V def2-TZVPD def2/J DEFGRID3
* xyz 0 1
C -2.1251 -1.9821 -1.7317
C -1.4469 -3.3143 -2.0021
C -1.5974 -3.5422 -3.4686
O -2.0916 -2.2691 -4.0514
C -2.8162 -1.6793 -3.0962
H -1.3114 -1.1067 -1.4778
H -2.6433 -2.0985 -0.8160
H -2.0640 -4.1047 -1.5537
H -0.4550 -3.4566 -1.5017
H -2.3655 -4.2990 -3.5101
H -0.7658 -3.9653 -3.8848
H -3.7704 -2.2396 -3.0855
H -2.7674 -0.5461 -3.3431
C 0.4799 -0.6460 -5.2387
C 1.6778 -0.1581 -4.4205
C 1.1728 1.1488 -3.7601
O 0.2759 1.7361 -4.7531
C -0.4016 0.7121 -5.3883
H 0.0189 -1.4535 -4.6814
H 0.9314 -1.1908 -6.1547
H 2.5870 0.1375 -5.0155
H 1.9769 -0.9570 -3.7640
H 2.0712 1.8635 -3.6698
H 0.7990 1.0279 -2.9654
H -0.6451 0.9512 -6.3709
H -1.2983 0.4458 -4.8351
C 3.7622 1.1460 5.0635
C 4.9888 1.8025 5.5174
C 5.5426 2.3849 4.2077
O 5.1776 1.2627 3.3771
C 3.7595 0.9433 3.6941
H 3.0325 2.0675 5.2682
H 3.1593 0.3282 5.6418
H 5.6438 1.1251 6.0228
H 4.8901 2.6316 6.3333
H 6.8128 2.5126 4.2609
H 5.1123 3.3202 3.9250
H 3.4513 -0.2148 3.5383
H 3.1868 1.5974 3.0936
C 3.0782 -6.6051 1.0718
C 2.0721 -6.0867 2.0550
C 1.5037 -4.9010 1.4201
O 2.6644 -4.2809 0.6919
C 3.6762 -5.2908 0.5089
H 2.6475 -7.1079 0.2607
H 4.0617 -7.2347 1.5290
H 2.5638 -6.1935 2.9513
H 1.1223 -6.9528 2.2265
H 1.3777 -4.2520 2.2420
H 0.7390 -5.1829 0.7133
H 4.5799 -4.7944 1.1977
H 3.9906 -5.4948 -0.5431
C -0.2866 -1.1908 1.0029
C -0.7457 -0.4771 2.0888
C 0.0530 0.7917 2.2150
O 1.1906 0.3615 1.4305
C 0.7093 -0.3815 0.3272
H -1.1117 -1.3868 0.3550
H 0.1607 -2.2683 1.3349
H -0.7150 -0.9900 3.0037
H -1.8172 -0.1868 1.7596
H 0.2981 1.1332 3.1292
H -0.2355 1.5874 1.6232
H 1.5043 -1.1048 -0.1103
H 0.2542 0.3212 -0.3479
C -1.2422 2.9404 -1.3863
C -1.9778 4.2367 -2.0125
C -1.1534 5.3628 -1.4043
O -0.0501 4.7953 -0.8072
C 0.2008 3.5356 -1.2749
H -1.2642 2.1710 -2.0774
H -1.7499 2.7627 -0.5005
H -3.0201 4.4570 -1.6916
H -1.8348 4.3317 -3.1243
H -1.6227 5.8984 -0.6246
H -0.7051 6.0405 -2.2866
H 0.7512 2.9447 -0.5112
H 0.5094 3.3878 -2.2915
C -3.8134 2.8361 1.9043
C -4.7448 1.5826 1.7870
C -6.0138 2.2835 1.1171
O -5.4287 3.5166 0.5508
C -4.6105 4.0882 1.5757
H -3.0985 2.7475 1.2659
H -3.3162 2.8102 2.9165
H -4.8592 1.0400 2.6928
H -4.2879 0.9544 0.9179
H -6.7074 2.4405 1.9249
H -6.3604 1.6960 0.2139
H -4.9139 4.6355 2.4299
H -3.9672 4.7509 1.1559
*
```

Löwdin population analysis, charges in e, atoms 1 to 2:
1 C -0.156
2 C -0.188

=====

5.
The following is a quantum chemistry calculation of a structure of composition C5H10OPSc at a distorted geometry, from the OMol25 dataset.

LUMO energy: -0.70 eV
Relative energy (zero: lowest compared OMol25 entry of this formula, charge and spin): 152.5 kJ/mol

The geometry in ORCA input format:
```
! RIJCOSX wB97M-V def2-TZVPD def2/J DEFGRID3
* xyz 0 1
C 1.5868 0.2016 -1.6254
C 1.5803 -1.0929 -2.1160
C 0.3672 -1.8265 -2.2845
C -0.9104 -1.1808 -2.1191
C -1.0479 0.1148 -1.6510
Sc 0.2925 -0.7958 -0.2970
P 0.9742 1.4908 0.6011
H 2.5217 0.7581 -1.5095
H 2.5345 -1.6190 -2.2701
H 0.4279 -2.8881 -2.5268
H -2.0479 0.5733 -1.5535
H -1.8019 -1.7982 -2.2835
H 0.2241 2.6993 0.6502
H 2.2721 2.0216 0.3399
H 1.2094 1.1393 1.9753
O 0.2162 -2.2256 1.5786
H -0.6887 -2.5020 1.8095
H 0.6449 -1.9763 2.4193
*
```

natural (NBO) population analysis, charges in e, atoms 1 to 2:
1 C -0.535
2 C -0.361

=====

6.
The following is a quantum chemistry calculation of a structure of composition C4H6O7Yb at a distorted geometry, from the OMol25 dataset.

<S²>: 2.014
LUMO energy (alpha / beta): -1.14 / -4.29 eV
Relative energy (zero: lowest compared OMol25 entry of this formula, charge and spin): 171.0 kJ/mol

The geometry in ORCA input format:
```
! RIJCOSX wB97M-V def2-TZVPD def2/J DEFGRID3
* xyz 0 3
O 1.6988 0.5001 -0.9328
C 2.3075 -0.5681 -0.6326
O 3.5523 -0.5490 -0.4013
O 1.6691 -1.7099 -0.4761
Yb 3.7529 1.9704 -0.6407
O -0.9083 -2.9001 0.4734
C 0.3841 -3.3334 0.8450
C 1.3190 -2.1555 0.9213
H -1.5186 -3.6400 0.5202
H 0.7743 -4.0768 0.1306
H 0.3797 -3.8070 1.8394
H 0.8172 -1.2880 1.3704
H 2.2550 -2.4778 1.3953
O 0.6868 -1.2443 4.1625
C 1.1537 -0.1815 4.6159
O 1.7991 0.7088 4.0289
O 1.0581 -0.0653 5.9901
H 1.5235 0.7387 6.2462
*
```

natural (NBO) population analysis, charges in e, atoms 1 to 2:
1 O -0.835
2 C 0.984

=====

7.
The following is a quantum chemistry calculation of a cluster of 2 separate species, C2H8NO in total at a distorted geometry, from the OMol25 dataset.

LUMO energy: -5.12 eV
Relative energy (zero: lowest compared OMol25 entry of this formula, charge and spin): 95.6 kJ/mol

The geometry in ORCA input format:
```
! RIJCOSX wB97M-V def2-TZVPD def2/J DEFGRID3
* xyz 1 1
C 0.3566 -1.2941 -0.7969
C 1.2340 -0.3666 1.2769
N 0.3852 -0.3653 0.3397
H 1.2211 -1.9448 -0.6616
H 0.4456 -0.7138 -1.7118
H -0.5121 -1.9345 -0.9493
H 1.9622 -1.1719 1.3239
H 1.3812 0.4588 1.9647
H -0.4220 0.2693 0.3829
H -2.4190 1.5391 -0.9051
H -1.5598 2.1981 0.2005
O -1.5032 1.6928 -0.6299
*
```

natural (NBO) population analysis, charges in e, atoms 1 to 2:
1 C -0.440
2 C 0.128

=====

8.
The following is a quantum chemistry calculation of a structure of composition C4H3BrClNO4S at a distorted geometry, from the OMol25 dataset.

LUMO energy (alpha / beta): -2.33 / -2.33 eV
Relative energy (zero: lowest compared OMol25 entry of this formula, charge and spin): 548.9 kJ/mol

The geometry in ORCA input format:
```
! RIJCOSX wB97M-V def2-TZVPD def2/J DEFGRID3
* xyz 0 1
C 0.0792 -1.9413 1.0822
C -1.3016 -0.7033 2.6306
C -0.6391 0.2261 0.1311
C 0.3123 -0.9269 0.0381
N 0.5621 -1.4728 -1.5040
O 0.8589 -2.6153 -1.5499
O 0.1535 -0.7397 -2.3452
O 1.0672 0.6557 1.9957
O -1.1377 1.7873 2.3204
S -0.4043 0.6241 1.8822
Cl 0.6159 -3.4938 0.9512
Br -0.4267 -1.0679 4.2501
H -0.3126 1.1753 -0.2888
H -1.7075 -0.1192 -0.0877
H 1.3088 -0.6811 0.1754
*
```

natural (NBO) population analysis, charges in e, atoms 1 to 2:
1 C 0.139
2 C -0.379

=====

9.
The following is a quantum chemistry calculation of a cluster of 2 separate species, C9H16N3 in total at a distorted geometry, from the OMol25 dataset.

LUMO energy: -4.71 eV
Relative energy (zero: lowest compared OMol25 entry of this formula, charge and spin): 733.5 kJ/mol

The geometry in ORCA input format:
```
! RIJCOSX wB97M-V def2-TZVPD def2/J DEFGRID3
* xyz 1 1
C 2.7319 -1.1315 -0.3767
C 1.3787 -0.7330 -0.2242
C 3.8663 -0.3685 -0.3213
C -2.8437 1.0688 -0.5911
C -2.5660 0.9653 0.9149
C -1.5412 0.5644 -1.3016
C -1.1040 1.3326 1.1715
C -0.4517 1.0569 -0.2627
C 0.7829 0.3753 -0.1010
N 3.8338 0.7875 0.3710
N 2.9537 1.6688 0.5006
N -0.1764 -2.9609 0.0024
H 2.9489 -2.2365 -0.5811
H 0.7088 -1.6533 -0.2299
H 4.8169 -0.6632 -0.7319
H -3.6924 0.4513 -0.8437
H -3.0137 2.1245 -0.8149
H -3.2072 1.6027 1.5367
H -2.7435 -0.1053 1.2512
H -1.5536 -0.5553 -1.2760
H -1.5220 0.8841 -2.3454
H -1.1191 2.3677 1.4003
H -0.6550 0.7150 1.8418
H 0.0521 2.0142 -0.5267
H 3.0662 2.0566 1.3784
H -0.4582 -2.9595 0.9617
H 0.4681 -3.6935 -0.2502
H -0.9606 -2.9752 -0.5520
*
```

natural (NBO) population analysis, charges in e, atoms 1 to 2:
1 C -0.217
2 C -0.426

=====

10.
The following is a quantum chemistry calculation of a structure of composition C9H17NO12S3Ti at a distorted geometry, from the OMol25 dataset.

<S²>: 3.754
LUMO energy (alpha / beta): 5.52 / 5.49 eV

The geometry in ORCA input format:
```
! RIJCOSX wB97M-V def2-TZVPD def2/J DEFGRID3
* xyz -3 4
Ti 3.5106 27.3246 2.6655
S 2.2266 29.7074 3.4059
O 1.9954 28.8441 2.1600
O 0.9722 29.8520 4.1294
O 3.2285 28.8996 4.1841
O 2.7971 31.0044 2.9818
S 1.9568 25.5762 4.9782
O 3.1397 25.9273 5.8158
O 2.4435 25.7075 3.5222
O 1.6392 24.1429 5.2286
O 0.8248 26.4770 5.1751
C 3.1623 29.2114 -0.2076
C 2.3134 30.4619 -0.3449
O 2.3328 30.6875 -1.7923
C 3.3547 29.9978 -2.3308
O 3.6207 30.0099 -3.4975
O 3.9802 29.2434 -1.4110
H 2.6136 28.2815 -0.1738
H 3.7843 29.3244 0.6709
H 2.7831 31.3324 0.1008
H 1.3043 30.2827 0.0038
C 1.5641 26.1793 -2.2095
C 2.9850 25.8374 -2.6578
C 3.7341 24.9547 -1.6568
C 3.9105 25.6305 -0.3761
N 4.0526 26.1820 0.6200
H 1.0612 26.6674 -3.0458
H 1.5320 26.7998 -1.3197
H 1.0062 25.2634 -1.9945
H 3.5690 26.7581 -2.7331
H 2.9397 25.3645 -3.6391
H 4.7468 24.7462 -2.0150
H 3.2571 23.9957 -1.4397
C 6.3385 30.4502 2.9414
S 6.8181 28.8802 2.2397
O 5.6185 28.0108 2.4364
C 6.7796 29.4101 0.5272
H 7.2169 31.0955 3.0172
H 5.9306 30.2560 3.9309
H 5.6028 30.9367 2.3043
H 6.9506 28.5568 -0.1185
H 7.5438 30.1807 0.4117
H 5.8189 29.8933 0.3667
*
```

natural (NBO) population analysis, charges in e, atoms 1 to 2:
1 Ti 1.354
2 S 2.563

=====

11.
The following is a quantum chemistry calculation of a structure of composition C2H3Cl3NO at a distorted geometry, from the OMol25 dataset.

LUMO energy: 3.37 eV
Relative energy (zero: lowest compared OMol25 entry of this formula, charge and spin): 96.9 kJ/mol

The geometry in ORCA input format:
```
! RIJCOSX wB97M-V def2-TZVPD def2/J DEFGRID3
* xyz -1 1
C -1.0637 -0.5750 -0.9536
C 1.1796 0.5340 0.6621
N -1.2733 -0.3444 0.2565
O -2.3482 -0.6506 0.9404
Cl 1.2880 1.7216 -0.7388
Cl 2.1693 1.5537 1.9527
Cl 2.0870 -0.8935 0.2929
H -0.1417 -0.3258 -1.4150
H -1.7606 -1.0626 -1.7017
H -0.1364 0.0426 0.7044
*
```

natural (NBO) population analysis, charges in e, atoms 1 to 2:
1 C -0.236
2 C -0.339

=====

12.
The following is a quantum chemistry calculation of a cluster of 2 separate species, CH2N3O3 in total at a distorted geometry, from the OMol25 dataset.

LUMO energy: 3.74 eV
Relative energy (zero: lowest compared OMol25 entry of this formula, charge and spin): 211.2 kJ/mol

The geometry in ORCA input format:
```
! RIJCOSX wB97M-V def2-TZVPD def2/J DEFGRID3
* xyz -1 1
C 2.5036 -0.7252 0.3338
N -1.3487 0.3530 -0.6290
N 1.6987 -1.4992 -0.0642
N -1.4801 -0.7870 -0.0853
O -0.6969 -1.8058 -0.3511
O 3.4473 0.0407 0.4095
O -2.4693 -1.0108 0.6693
H -0.5830 0.4290 -1.3390
H 0.6817 -1.5681 -0.0139
*
```

natural (NBO) population analysis, charges in e, atoms 1 to 2:
1 C 0.797
2 N -0.589

=====

| no. | E_tot (eV) |
| --- | --- |
| 1 | -7417.22923 |
| 2 | -32278.93867 |
| 3 | -70763.85699 |
| 4 | -44262.01782 |
| 5 | -37378.35997 |
| 6 | -50102.25674 |
| 7 | -5733.89327 |
| 8 | -107266.05755 |
| 9 | -14050.50205 |
| 10 | -91288.76910 |
| 11 | -43225.41301 |
| 12 | -11680.56063 |